The following is a DFT calculation (ωB97M-V/def2-TZVPD) of 3 unconnected molecules or ions with the total composition C3H12O2S2.

CARTESIAN COORDINATES (ANGSTROEM)
C (1.0722, -2.0173, -0.5835)
C (-0.4820, -2.0819, -0.6150)
S (-1.1969, -0.6754, 0.6032)
S (0.2373, -1.0809, 1.9739)
C (1.4158, 0.0892, 1.3792)
H (1.6837, -2.0152, 0.4204)
H (1.4878, -3.0284, -0.8675)
H (1.4086, -1.2754, -1.2603)
H (-1.0633, -2.8851, -0.3407)
H (-0.9724, -1.7526, -1.4983)
H (1.1074, 0.4122, 0.3614)
H (2.3314, -0.2638, 0.9315)
H (1.5874, 0.9936, 1.9547)
H (0.7002, 0.8914, -2.3516)
H (0.2184, 1.4282, -0.8760)
O (-0.0021, 1.3861, -1.8043)
H (-0.6885, 4.1632, -2.8125)
H (-1.0244, 5.4567, -2.7105)
O (-0.4301, 4.8684, -2.3543)

Cartesian forces (eV/Å) of the 6 atoms listed first:
0.390 -3.454 1.000
0.897 3.687 1.309
0.471 -1.840 -0.688
-0.629 0.668 1.421
0.699 1.631 -1.972
-1.994 0.491 -1.855

Properties
orbital gap = 0.347 hartree
E_HOMO = -0.325 Ha
energy = -1068.260225 a.u.
2S+1 = 1
SMILES = CCSSC.O.O
ΔE to the lowest compared entry with this formula, charge and spin = 65.2 kcal per mole

These are the Löwdin partial charges, in e, on atoms 1 to 2: C -0.215; C -0.418

The following is a DFT calculation (ωB97M-V/def2-TZVPD) of a molecular structure, C12H18EuFN2O7P2SSi.

CARTESIAN COORDINATES (ANGSTROEM)
Eu (-0.1394, -1.3205, 0.1476)
C (2.2098, 2.7628, -1.4859)
Si (1.9939, 1.8620, 0.1371)
C (2.1418, 2.9093, 1.6681)
C (3.5373, 0.8049, 0.2768)
N (0.3585, 1.1976, 0.1179)
C (-0.6909, 2.0274, 0.0713)
C (-0.6642, 3.4441, 0.0170)
C (-1.8132, 4.2006, 0.0353)
C (-3.0778, 3.6426, 0.0148)
C (-3.1777, 2.2528, -0.0142)
C (-2.0304, 1.5147, 0.0248)
F (-2.2048, 0.1236, -0.0678)
H (3.2832, 2.9176, -1.6935)
H (1.7081, 3.7554, -1.5601)
H (1.8043, 2.1047, -2.2732)
H (3.2056, 3.1905, 1.7954)
H (1.8565, 2.2809, 2.5239)
H (1.5186, 3.8390, 1.6551)
H (4.3555, 1.5351, 0.3547)
H (3.6879, 0.1513, -0.5998)
H (3.5344, 0.1742, 1.1764)
H (0.3060, 3.9585, -0.0314)
H (-1.7281, 5.2940, -0.0297)
H (-3.9724, 4.2811, 0.0087)
H (-4.1343, 1.7224, -0.0847)
O (0.9647, -2.2654, -1.9913)
P (2.4271, -2.5189, -1.1651)
O (3.6346, -2.5896, -2.0000)
O (2.2770, -1.3629, -0.2066)
O (2.0755, -3.8879, -0.2609)
P (0.7994, -4.2329, 0.7782)
O (0.8383, -2.9049, 1.8411)
O (0.8905, -5.5551, 1.4209)
O (-0.4322, -3.7578, 0.0336)
H (1.0011, -2.7232, -2.8455)
H (1.7209, -2.8231, 2.2526)
S (-4.4078, -3.8016, -1.2219)
C (-4.1758, -4.0589, 0.4634)
C (-3.1892, -3.2080, 0.9464)
N (-2.7581, -2.2928, 0.0469)
C (-3.2284, -2.5638, -1.1693)
H (-4.7248, -4.7811, 1.0523)
H (-2.6958, -3.2234, 1.9183)
H (-2.8854, -2.0755, -2.0776)

Cartesian forces (eV/Å) of the 6 atoms listed first:
-0.294 0.717 -0.157
0.269 0.849 -0.515
-0.861 -0.435 -0.112
0.175 1.173 0.314
0.005 -0.163 -0.248
1.083 -0.531 0.130

Properties
charge = -1
orbital gap (spin up / spin down) = 0.221 / 0.236 hartree
<S²> = 15.7591
E_HOMO (spin up / spin down) = -0.141 / -0.156 Ha
energy = -3285.312192 a.u.
2S+1 = 8

These are the Löwdin partial charges, in e, on atoms 1 to 2: Eu 1.636; C -0.185

The following is a DFT calculation (ωB97M-V/def2-TZVPD) of a molecular structure, C59H45Cl3IN2O5P2RhS.

CARTESIAN COORDINATES (ANGSTROEM)
Rh (0.8609, -0.4299, 0.3700)
O (1.8467, -3.2731, -0.3334)
S (1.0932, -2.1506, -0.9350)
C (1.9190, -1.5901, -2.3332)
C (3.0221, -2.3080, -2.5960)
C (3.7954, -2.0141, -3.7656)
C (3.3645, -1.0989, -4.6286)
C (3.7845, -0.8287, -6.0366)
C (2.8625, 0.3410, -6.5678)
C (1.9390, 0.5618, -5.3927)
C (0.7898, 1.2914, -5.2567)
C (0.0317, 1.1921, -4.0717)
C (0.5001, 0.4756, -2.9150)
P (-0.3992, 0.6858, -1.2459)
C (-0.4583, 2.4573, -1.0192)
C (-1.0933, 2.8609, 0.1737)
C (-1.2754, 4.1765, 0.4468)
C (-0.8818, 5.1347, -0.4734)
C (-0.2544, 4.7427, -1.6685)
C (0.0220, 3.4169, -1.9311)
C (-2.1074, 0.2041, -1.7143)
C (-3.1975, 0.5179, -0.8995)
C (-4.4975, 0.2684, -1.2337)
C (-4.7903, -0.3100, -2.4700)
C (-3.7159, -0.6666, -3.2818)
C (-2.4204, -0.3629, -2.9494)
C (1.5244, -0.4616, -3.1560)
C (2.2065, -0.3284, -4.3625)
C (-0.5436, -2.6132, -1.5034)
C (-0.5472, -3.0687, -2.8974)
C (-1.6776, -3.6219, -3.4473)
C (-2.8221, -3.9498, -2.6668)
C (-4.2504, -4.4777, -2.9899)
C (-4.9635, -4.4146, -1.5840)
C (-4.0029, -3.9336, -0.5736)
C (-4.0778, -3.6455, 0.7871)
C (-2.9863, -3.1033, 1.3855)
C (-1.8690, -2.6434, 0.6812)
P (-0.8226, -1.3744, 1.6089)
C (-0.1332, -2.2190, 3.0291)
C (-0.2031, -1.6873, 4.3505)
C (0.7228, -2.1377, 5.2633)
C (1.6500, -3.1777, 4.9031)
C (1.6726, -3.7756, 3.7297)
C (0.7413, -3.3914, 2.7112)
C (-2.0457, -0.1736, 2.3253)
C (-3.4159, -0.0916, 2.0420)
C (-4.1897, 0.8641, 2.6057)
C (-3.5945, 1.8836, 3.3281)
C (-2.2601, 1.8240, 3.6832)
C (-1.5430, 0.8454, 3.1365)
C (-1.6056, -2.8637, -0.6905)
C (-2.7208, -3.6092, -1.3228)
H (3.2456, -3.1880, -1.9820)
H (4.7036, -2.6353, -3.9148)
H (3.7166, -1.7355, -6.7315)
H (4.7890, -0.4886, -6.0237)
H (2.3140, -0.0133, -7.4558)
H (3.2832, 1.3015, -6.8538)
H (0.5358, 1.9729, -6.0717)
H (-0.9099, 1.7757, -4.0844)
H (-1.3747, 2.0815, 0.8769)
H (-1.6985, 4.4931, 1.3938)
H (-1.0752, 6.1811, -0.3178)
H (-0.0748, 5.5397, -2.3587)
H (0.6458, 3.2500, -2.7492)
H (-2.9760, 1.0655, 0.0099)
H (-5.3528, 0.6241, -0.6422)
H (-5.8208, -0.4514, -2.7778)
H (-3.9146, -1.3239, -4.0815)
H (-1.5874, -0.6720, -3.6052)
H (0.2742, -3.0246, -3.6689)
H (-1.4503, -4.0069, -4.3959)
H (-4.2875, -5.5008, -3.3624)
H (-4.7060, -3.8547, -3.8248)
H (-5.3350, -5.4177, -1.3413)
H (-5.7756, -3.7736, -1.6609)
H (-5.0701, -3.8833, 1.1601)
H (-2.8928, -2.8471, 2.4268)
H (-0.9052, -0.8870, 4.4497)
H (0.8164, -1.6300, 6.2250)
H (2.2927, -3.4721, 5.7526)
H (2.3064, -4.6700, 3.6272)
H (1.1346, -3.3720, 1.6967)
H (-3.9360, -0.6978, 1.3458)
H (-5.1996, 1.0455, 2.2370)
H (-4.1516, 2.7791, 3.5706)
H (-1.7929, 2.5696, 4.3509)
H (-0.4811, 0.7919, 3.3383)
N (3.9382, 3.5584, 1.6800)
C (3.2167, 3.2911, 0.4391)
C (3.3273, 1.8229, 0.0500)
O (4.3489, 1.1738, 0.5730)
O (2.5263, 1.2565, -0.6577)
H (3.2325, 3.4868, 2.4064)
H (4.3175, 4.4822, 1.7841)
H (4.7471, 1.6849, 1.2435)
H (3.5676, 3.9183, -0.3652)
H (2.1597, 3.5294, 0.5109)
Cl (4.5254, -1.1179, 4.5047)
C (4.5236, -1.6729, 2.8515)
Cl (-0.4244, -4.8931, 2.5091)
Cl (5.9464, -1.9692, 2.0399)
C (3.3730, -1.5093, 2.0649)
N (2.4995, -1.2378, 1.3911)
I (2.7548, 6.9089, 5.5531)
C (2.1776, 5.0761, 4.6801)
C (2.7773, 3.9401, 5.2727)
C (2.4343, 2.7397, 4.7072)
C (1.6134, 2.6250, 3.5519)
C (1.0589, 3.7775, 3.0026)
C (1.2817, 5.0233, 3.6575)
C (1.5052, 1.3129, 2.8504)
O (1.6994, 0.2824, 3.4894)
O (1.1501, 1.2835, 1.6038)
H (3.4953, 4.0358, 6.0565)
H (2.7486, 1.7413, 4.9922)
H (0.3608, 3.6912, 2.1074)
H (0.8453, 5.8841, 3.2452)

Cartesian forces (eV/Å) of the 6 atoms listed first:
1.036 0.571 0.352
-0.849 0.490 -0.649
-1.538 -0.139 1.049
-0.050 0.940 -0.422
1.116 -0.590 -1.070
1.426 -1.975 1.450

Properties
charge = +2
orbital gap (spin up / spin down) = 0.183 / 0.074 hartree
<S²> = 6.0740
E_HOMO (spin up / spin down) = -0.384 / -0.439 Ha
energy = -5630.030169 a.u.
2S+1 = 5
ΔE to the lowest compared entry with this formula, charge and spin = 47.7 kcal per mole

These are the Löwdin partial charges, in e, on atoms 1 to 2: Rh 0.563; O -0.401

The following is a DFT calculation (ωB97M-V/def2-TZVPD) of a molecular structure, C7H3NO4OsSe3Te.

CARTESIAN COORDINATES (ANGSTROEM)
Os (0.4260, -0.3623, -0.3112)
Se (-1.1254, -0.3810, -2.1463)
Se (-0.2777, -2.0018, -3.6230)
Te (2.0801, -1.2347, -3.8525)
Se (2.5745, -0.3774, -1.6471)
O (0.8052, -5.2557, 4.4888)
C (-0.0068, -5.3401, 3.5613)
O (-0.8261, -6.1997, 3.2110)
C (0.0024, -4.0921, 2.6245)
C (-0.7932, -4.0599, 1.4857)
C (-0.7585, -2.9633, 0.6564)
N (0.0399, -1.9143, 0.9328)
C (0.8063, -1.9244, 2.0571)
C (0.8113, -2.9899, 2.9129)
C (1.6185, -0.6781, 2.2555)
O (2.3160, -0.4582, 3.1917)
O (1.4261, 0.2042, 1.2370)
H (-1.4269, -4.9142, 1.2869)
H (-1.3470, -2.8900, -0.2472)
H (1.4266, -3.0082, 3.8033)

Cartesian forces (eV/Å) of the 6 atoms listed first:
0.354 -0.058 -0.569
-0.058 -0.107 0.162
-0.057 0.011 0.115
0.046 -0.015 -0.220
-0.010 0.261 0.155
0.049 -0.021 0.064

Properties
orbital gap (spin up / spin down) = 0.214 / 0.153 hartree
<S²> = 6.0306
E_HOMO (spin up / spin down) = -0.305 / -0.304 Ha
energy = -8187.205991 a.u.
2S+1 = 5
ΔE to the lowest compared entry with this formula, charge and spin = 8.7 kcal per mole

These are the Löwdin partial charges, in e, on atoms 1 to 2: Os 0.924; Se 0.005

> The highest energy belongs to which entry?

C3H12O2S2

> The lowest energy belongs to which entry?

C7H3NO4OsSe3Te